[1]
Density functional theory data (ωB97M-V/def2-TZVPD) for C19H20ClFN2O2 in the gas phase.

The geometry in XYZ format:
```
45
Properties=species:S:1:pos:R:3:forces:R:3:lowdin_charge:R:1
C -0.38239 -1.51478 -3.69384 0.153 0.175 0.001 0.011
C 0.42673 -1.56587 -2.41985 -0.281 -0.229 -0.443 -0.532
O 1.43997 -0.92073 -2.23815 0.286 0.287 0.004 0.051
N -0.07304 -2.41956 -1.49344 -0.055 -0.333 0.253 0.107
C 0.40946 -2.41017 -0.12610 0.051 0.114 0.137 -0.253
C -0.48343 -1.49566 0.74436 0.036 0.077 -0.227 -0.026
C -0.81219 -0.22602 -0.02532 -0.093 -0.260 0.347 -0.511
O -1.86496 -0.14960 -0.64040 -0.275 -0.165 -0.145 0.026
N 0.08521 0.78048 -0.01672 0.144 0.373 -0.101 -0.106
C 1.43713 0.70371 0.48263 0.244 -0.157 -0.037 -0.019
C -0.17988 1.93412 -0.85918 -0.247 -0.061 -0.264 -0.102
C -0.09054 3.22622 -0.09471 0.105 0.034 -0.070 -0.160
C 0.79184 4.23103 -0.48026 -0.192 0.043 0.251 -0.229
F 1.57494 4.02884 -1.55926 -0.029 -0.020 0.043 0.071
C 0.90675 5.43437 0.19035 0.066 -0.080 -0.126 -0.008
C 0.11304 5.65492 1.30164 0.016 -0.110 -0.098 -0.075
C -0.77875 4.68468 1.72142 -0.102 -0.107 0.065 -0.109
C -0.87759 3.48805 1.02707 0.269 0.296 -0.099 -0.581
Cl -2.01494 2.30645 1.56611 -0.217 0.039 0.120 0.777
C 0.46331 -3.80640 0.44174 0.157 0.018 0.020 -0.181
C -0.66791 -4.61395 0.45664 0.075 0.036 0.017 -0.042
C -0.61283 -5.89161 0.98336 -0.103 -0.033 -0.027 -0.079
C 0.57319 -6.37717 1.50739 0.052 -0.064 0.041 -0.091
C 1.70372 -5.57901 1.49953 0.043 -0.085 0.057 -0.081
C 1.64844 -4.30227 0.96800 -0.078 0.074 -0.031 -0.029
H -1.32596 -1.01333 -3.48390 -0.099 0.018 0.002 0.085
H -0.58871 -2.51743 -4.06001 -0.052 -0.078 -0.039 0.082
H 0.16024 -0.95234 -4.44782 0.026 -0.009 0.009 0.084
H -0.99496 -2.79822 -1.64492 0.035 0.092 -0.104 0.143
H 1.42027 -1.99410 -0.17843 -0.157 -0.104 0.038 0.136
H -0.00527 -1.29927 1.70237 0.015 -0.050 0.046 0.120
H -1.43489 -1.99797 0.93056 0.049 0.112 -0.009 0.123
H 1.75191 1.70051 0.79354 0.003 -0.044 0.081 0.096
H 1.50675 0.04160 1.34092 0.022 0.013 0.033 0.088
H 2.10640 0.35131 -0.30807 0.039 0.010 0.079 0.089
H -1.19309 1.80454 -1.25452 0.237 0.061 0.015 0.131
H 0.53099 1.94014 -1.69197 -0.118 0.006 0.065 0.136
H 1.60892 6.17253 -0.16202 0.082 0.063 -0.052 0.118
H 0.18783 6.58615 1.84043 0.004 0.089 0.054 0.108
H -1.40489 4.84870 2.58339 -0.073 -0.004 0.083 0.102
H -1.60222 -4.24600 0.05685 -0.139 0.042 -0.033 0.112
H -1.49866 -6.50964 0.98638 -0.069 -0.048 0.000 0.103
H 0.61527 -7.37426 1.91968 0.004 -0.078 0.033 0.101
H 2.63239 -5.95185 1.90564 0.076 -0.033 0.031 0.103
H 2.53518 -3.68491 0.95819 0.091 0.077 -0.020 0.114
```
Positions in Å, forces in eV/Å.

Calculated values
Lowest unoccupied orbital energy in eV: 0.76
Net charge: 0
F_max in eV Å⁻¹: 0.6
HOMO level in eV: -9.16
SMILES string: CC(=O)N[C@@H](CC(=O)N(C)Cc1c(F)cccc1Cl)c1ccccc1
Total energy in eV: -42344.1512



[2]
Density functional theory data (ωB97M-V/def2-TZVPD) for a molecular structure, C3H10OS2 at a distorted geometry.

The geometry in XYZ format:
```
16
Properties=species:S:1:pos:R:3:forces:R:3:lowdin_charge:R:1
C 0.41494 0.43990 2.03815 1.398 1.471 -0.537 -0.233
C -0.80504 -0.12233 1.42642 -0.454 -1.714 1.405 -0.805
S -0.58203 -1.51802 0.43475 -0.249 0.592 -0.440 0.760
S -0.52930 2.15715 -0.25859 -0.495 -1.521 -0.337 0.716
C -0.13992 0.78065 -1.28221 -0.396 3.096 -0.966 -0.596
H 1.00924 -0.10126 2.76140 -0.472 -0.484 0.309 0.078
H 0.17099 1.44612 2.36886 0.074 0.031 0.690 0.062
H 1.08468 0.66403 1.20700 0.323 -0.205 0.077 0.043
H -1.58023 -0.36137 2.15958 -0.273 0.272 -0.106 0.081
H -1.28296 0.73720 0.84227 -0.096 0.477 -0.517 -0.025
H -0.44578 -0.25038 -0.85837 0.070 -0.581 0.469 -0.103
H -0.71219 0.88725 -2.20139 -0.256 -0.508 -0.027 0.040
H 0.89353 0.80722 -1.55462 0.681 -0.674 0.267 0.029
H 1.60047 -1.86797 -2.53310 0.211 -0.098 0.023 0.044
H 0.21822 -2.10013 -1.93430 0.174 0.061 -0.184 -0.017
O 0.68539 -1.59805 -2.61586 -0.240 -0.215 -0.124 -0.076
```
Positions in Å, forces in eV/Å.

Calculated values
Lowest unoccupied orbital energy in eV: -2.45
ΔE to the lowest compared entry with this formula, charge and spin in kcal per mole: 81.37
Net charge: 0
F_max in eV Å⁻¹: 3.3
HOMO level in eV: -8.98
Total energy in eV: -26987.7616



[3]
Density functional theory data (ωB97M-V/def2-TZVPD) for C28H34N4O5 in the gas phase.

The geometry in XYZ format:
```
71
Properties=species:S:1:pos:R:3:forces:R:3:lowdin_charge:R:1
C 3.26502 4.26208 1.44619 -0.041 -0.223 0.095 -0.062
C 2.84064 2.84076 1.81443 0.191 0.459 0.164 -0.196
N 2.47103 2.08263 0.64940 -0.091 -0.222 0.047 -0.052
C 1.21618 2.02374 0.12523 -0.201 -0.026 -0.442 -0.001
C 1.21495 1.34114 -1.06642 0.194 0.358 0.353 -0.154
C 0.09293 1.04351 -1.91972 -0.697 -0.074 0.019 0.052
C -1.13667 0.69161 -1.51033 0.611 0.485 -0.250 -0.174
N -1.49935 0.52169 -0.15623 -0.358 0.285 -0.188 0.132
C -0.86019 -0.18069 0.82127 -0.034 -0.184 0.100 -0.442
O -1.23577 -0.08833 1.97713 0.150 0.062 0.206 0.067
C 0.26982 -1.03848 0.38938 0.193 -0.440 0.128 -0.150
C 0.22797 -1.81825 -0.75762 0.005 0.046 0.244 -0.023
C 1.34096 -2.54767 -1.11560 0.220 -0.041 0.134 0.016
C 2.51433 -2.52885 -0.36392 -0.164 0.001 -0.042 -0.198
O 3.51899 -3.27566 -0.88819 -0.399 0.029 0.034 -0.059
C 4.83136 -3.21142 -0.37409 0.517 -0.046 0.105 -0.068
C 2.53449 -1.79058 0.83627 0.099 -0.046 0.017 -0.175
O 3.66843 -1.82949 1.60769 -0.166 -0.180 -0.355 -0.106
C 3.67712 -1.12551 2.82307 0.014 0.054 0.153 -0.070
C 1.40768 -1.06578 1.18951 -0.091 -0.001 -0.020 0.045
C -2.23450 0.46287 -2.49542 0.005 -0.323 -0.095 -0.452
O -2.24698 0.95587 -3.60689 0.022 0.194 -0.166 0.068
N -3.19285 -0.38064 -2.03266 -0.010 -0.234 0.179 0.065
C -4.54080 -0.40467 -2.53997 -0.164 0.122 -0.074 -0.154
C -5.44724 0.34106 -1.54415 0.190 -0.134 -0.098 -0.166
N -5.10847 -0.05536 -0.18467 -0.232 0.092 0.049 -0.199
C -5.70130 -1.32561 0.20382 0.131 -0.093 0.339 -0.160
C -5.16773 -1.72479 1.58133 -0.091 -0.232 -0.314 -0.190
O -5.46643 -0.74459 2.54435 -0.143 -0.042 0.111 -0.125
C -4.89162 0.48727 2.17487 -0.028 0.391 -0.176 -0.188
C -5.42392 0.95137 0.81579 0.100 -0.112 0.352 -0.166
C 2.57416 0.94932 -1.29673 0.075 0.203 0.342 -0.115
C 3.20094 0.20520 -2.29275 0.084 0.048 0.011 -0.015
C 4.55229 -0.03271 -2.18240 -0.021 -0.098 -0.213 -0.094
C 5.28743 0.44964 -1.09609 0.090 0.077 0.124 -0.102
C 4.69047 1.18285 -0.09297 0.133 0.042 0.117 -0.015
C 3.32656 1.42760 -0.19798 0.007 -0.284 -0.463 -0.177
H 2.44815 4.78312 0.95265 -0.056 0.062 -0.040 0.077
H 4.11579 4.23651 0.76939 0.075 0.034 -0.055 0.075
H 3.54326 4.81354 2.34016 0.046 0.102 0.078 0.073
H 3.66515 2.33088 2.32178 -0.151 -0.031 0.008 0.108
H 1.98300 2.86934 2.49267 0.113 -0.113 -0.035 0.126
H 0.39701 2.49654 0.63314 -0.156 0.062 0.136 0.144
H 0.26558 1.05787 -2.98694 -0.108 -0.035 -0.137 0.133
H -2.31789 1.03088 0.15984 0.118 -0.157 0.100 0.151
H -0.66063 -1.86414 -1.36740 -0.075 0.011 -0.085 0.115
H 1.34020 -3.15327 -2.00776 0.020 -0.088 -0.114 0.125
H 4.89833 -3.65349 0.62184 0.010 0.035 -0.108 0.094
H 5.19614 -2.18297 -0.34191 -0.016 -0.095 0.007 0.075
H 5.43558 -3.79248 -1.07092 -0.014 0.044 0.043 0.096
H 3.55006 -0.05017 2.66567 -0.022 0.009 -0.001 0.075
H 2.90156 -1.48664 3.50578 0.006 0.031 -0.023 0.103
H 4.65771 -1.31306 3.25887 -0.076 0.056 0.025 0.099
H 1.38669 -0.48694 2.09862 0.052 0.051 0.114 0.119
H -3.14253 -0.64951 -1.05753 0.084 0.196 -0.148 0.112
H -4.55000 0.08805 -3.51342 -0.051 -0.122 0.046 0.121
H -4.86393 -1.44241 -2.66236 -0.021 0.093 -0.079 0.112
H -6.50646 0.16213 -1.78466 0.014 0.056 0.030 0.125
H -5.25202 1.41230 -1.63759 -0.025 -0.022 -0.012 0.123
H -5.43061 -2.08984 -0.52617 -0.037 -0.065 -0.006 0.121
H -6.80230 -1.25351 0.24969 0.053 -0.029 -0.047 0.131
H -5.63841 -2.64815 1.92270 0.067 0.012 -0.064 0.127
H -4.07779 -1.86935 1.52366 -0.073 -0.028 -0.008 0.127
H -5.16345 1.20013 2.95498 0.060 0.007 -0.060 0.127
H -3.79628 0.38743 2.13744 -0.074 0.055 0.004 0.105
H -4.94854 1.89519 0.53657 -0.027 0.016 0.013 0.122
H -6.51246 1.11678 0.89498 0.048 0.044 -0.017 0.130
H 2.63405 -0.17853 -3.12663 -0.054 -0.082 -0.111 0.117
H 5.05941 -0.60749 -2.94305 0.030 -0.054 -0.078 0.105
H 6.34685 0.24344 -1.04282 0.075 -0.006 0.015 0.103
H 5.26886 1.54662 0.74381 0.068 0.043 0.080 0.109
```
Positions in Å, forces in eV/Å.

Calculated values
Lowest unoccupied orbital energy in eV: 0.54
ΔE to the lowest compared entry with this formula, charge and spin in kcal per mole: 48.20
Net charge: 0
F_max in eV Å⁻¹: 0.8
HOMO level in eV: -7.65
SMILES string: CCn1cc(/C=C(\NC(=O)c2ccc(OC)c(OC)c2)C(=O)NCCN2CCOCC2)c2ccccc21
Total energy in eV: -45785.6309



[4]
Density functional theory data (ωB97M-V/def2-TZVPD) for 2 unconnected molecules or ions with the total composition C5H7NO at a distorted geometry.

The geometry in XYZ format:
```
14
Properties=species:S:1:pos:R:3:forces:R:3:lowdin_charge:R:1
C -2.05639 -0.52557 -0.21321 5.814 1.162 1.661 0.038
C -1.06529 -0.25540 -1.07491 -0.189 -0.326 -1.369 -0.032
C 2.22399 -0.56319 -0.10179 3.614 -0.273 -0.098 0.001
C -1.04863 -0.34885 1.01651 -1.773 1.638 -1.076 -0.069
C 0.02903 -0.14130 -0.07587 -2.004 1.502 0.629 -0.250
N 1.07394 -0.99934 -0.10200 -1.549 0.526 0.172 0.065
O 0.71225 1.92950 -0.06345 -0.869 -1.791 0.723 -0.280
H -3.04948 -0.57625 -0.09531 -3.502 -0.750 -0.414 0.060
H -0.96563 -0.33431 -2.16211 -0.216 0.456 0.380 0.113
H 3.01255 -1.33836 -0.06612 -0.138 0.614 -0.111 0.088
H 2.48696 0.50289 -0.14618 -0.341 -0.281 0.153 0.086
H -1.42534 0.48579 1.62336 0.854 0.155 -0.215 0.109
H -0.86168 -1.15530 1.66105 0.178 -1.389 0.677 0.082
H 0.48624 2.41639 0.77848 0.121 -1.243 -1.111 -0.009
```
Positions in Å, forces in eV/Å.

Calculated values
Lowest unoccupied orbital energy (spin up / spin down) in eV: -0.03 / -0.03
ΔE to the lowest compared entry with this formula, charge and spin in kcal per mole: 127.94
Net charge: 0
F_max in eV Å⁻¹: 6.2
HOMO level (spin up / spin down) in eV: -9.15 / -9.15
Total energy in eV: -8830.6549



[5]
Density functional theory data (ωB97M-V/def2-TZVPD) for C3H5N3OS in the gas phase at a distorted geometry.

The geometry in XYZ format:
```
13
Properties=species:S:1:pos:R:3:forces:R:3:lowdin_charge:R:1
C 2.26767 -0.11785 0.48024 1.109 3.745 -1.293 -0.044
O 0.95722 0.36984 0.61807 -0.362 0.808 -0.026 -0.019
C 0.01637 -0.18844 -0.10107 0.882 2.216 2.095 -0.423
N 0.14377 -1.08061 -0.99167 1.014 0.426 0.483 0.117
N -1.14682 -1.40305 -1.25236 -2.704 -1.567 -1.233 -0.012
N -2.01580 -0.75817 -0.62230 -1.472 -0.762 -2.433 -0.024
C -1.40828 0.17136 0.21510 0.662 1.439 -0.072 -0.523
S -2.03336 2.01771 0.15557 1.049 -1.861 0.053 0.733
H 2.27967 -1.07067 0.77104 0.516 -3.694 1.904 0.054
H 2.95299 0.62000 0.93384 -0.530 -0.783 0.550 0.116
H 2.62618 -0.14591 -0.52400 -0.299 0.128 -1.225 0.087
H -1.75703 -0.18561 1.15116 0.341 0.010 1.500 0.103
H -2.88258 1.77139 -0.83361 -0.206 -0.106 -0.304 -0.165
```
Positions in Å, forces in eV/Å.

Calculated values
Lowest unoccupied orbital energy in eV: -0.42
ΔE to the lowest compared entry with this formula, charge and spin in kcal per mole: 90.89
Net charge: 0
F_max in eV Å⁻¹: 4.2
HOMO level in eV: -10.02
SMILES string: COC1=NN=N[C@@H]1S
Total energy in eV: -20541.7178



[6]
Density functional theory data (ωB97M-V/def2-TZVPD) for C3H3N5 in the gas phase at a distorted geometry.

The geometry in XYZ format:
```
11
Properties=species:S:1:pos:R:3:forces:R:3:lowdin_charge:R:1
N 2.20674 -0.25646 0.63720 -2.442 -4.219 -0.067 0.194
C 1.11244 -0.23359 -0.00976 1.754 -0.548 0.841 -0.474
N 0.27933 -1.37344 -0.44815 6.728 0.607 -0.111 0.092
N -0.83775 -1.38678 -0.13764 -8.768 -0.734 0.077 -0.043
C -1.86743 -0.42781 0.27918 4.785 1.726 0.353 -0.057
C -1.43760 0.94711 0.33836 -2.841 -0.300 0.369 -0.067
N -0.20258 1.63662 -0.26979 -2.255 -2.416 0.245 0.059
N 0.79836 0.94628 -0.57478 -1.551 3.444 -0.622 0.039
H 2.56744 0.62443 0.77875 1.097 2.586 0.014 0.022
H -2.80276 -1.02400 0.45472 0.879 1.576 0.080 0.108
H -2.31779 1.72185 0.67190 2.613 -1.721 -1.180 0.128
```
Positions in Å, forces in eV/Å.

Calculated values
Lowest unoccupied orbital energy in eV: -1.30
ΔE to the lowest compared entry with this formula, charge and spin in kcal per mole: 125.76
Net charge: 0
F_max in eV Å⁻¹: 8.8
HOMO level in eV: -8.79
SMILES string: N=c1nnccnn1
Total energy in eV: -10603.4136